[1]
Here is CH2P2S2 in the gas phase from the OMol25 dataset. Energies are from ωB97M-V/def2-TZVPD.

```
7
CH2P2S2, DFT ωB97M-V/def2-TZVPD
C 0.16346 -0.41643 -0.18905
P 0.97726 -1.53942 -1.18028
S -0.02731 -1.18852 -3.00816
P -1.91371 -1.31351 -1.93261
S -2.38835 -3.13544 -1.44261
H -0.70632 0.05035 -0.73310
H 0.10299 -0.61243 0.90802
```

Values from the calculation:
E, eV: -41316.207
SMILES: C=P#S#P=S
HOMO energy, eV: -8.9
Largest force on an atom, eV Å⁻¹: 2.0
Charge: 0

***

[2]
Here is C28H24N2O4S3Tc as an isolated structure from the OMol25 dataset. Energies are from ωB97M-V/def2-TZVPD.

```
62
C28H24N2O4S3Tc, DFT ωB97M-V/def2-TZVPD
Tc 0.11610 -0.04110 0.27560
S 0.39650 -0.55630 2.69950
C 2.07610 -0.25360 3.00230
C 2.59760 -0.55460 4.26260
C 3.90900 -0.26460 4.56750
C 4.72050 0.35490 3.62340
C 4.22700 0.63690 2.36620
C 2.91320 0.31480 2.02690
S 2.38660 0.66600 0.39120
H 1.94810 -1.01650 4.99280
H 4.30070 -0.52530 5.53790
H 5.74160 0.60700 3.86640
H 4.85060 1.11650 1.62440
C -0.08280 -0.80820 -4.08190
C -0.28980 0.47290 -4.57710
C -0.34120 1.54440 -3.70870
C -0.17730 1.32980 -2.33940
C 0.02590 0.03580 -1.81000
C 0.06690 -1.01800 -2.72030
C -0.20700 2.38690 -1.34280
C -0.02810 3.75150 -1.65130
C 0.08540 4.66810 -0.64690
C -0.10520 4.25640 0.68950
C -0.02220 5.14030 1.78140
C -0.26210 4.69650 3.05430
C -0.67820 3.37590 3.27340
C -0.75690 2.49220 2.23030
C -0.39570 2.88570 0.92740
N -0.33690 1.96490 -0.07520
H -0.03680 -1.64890 -4.75890
H -0.41600 0.63100 -5.63690
H -0.51090 2.54270 -4.08700
H 0.21080 -2.03140 -2.36640
H 0.08700 4.05240 -2.68020
H 0.31670 5.70190 -0.85440
H 0.23730 6.17160 1.59080
H -0.15230 5.36450 3.89390
H -0.93880 3.05690 4.27210
H -1.10180 1.48220 2.39290
N 1.10110 -2.15130 0.19380
C 0.59220 -3.46900 -0.06920
C -0.70420 -3.77840 0.31790
C -1.16080 -5.08290 0.22950
C -0.29810 -6.04730 -0.23410
C 0.97690 -5.76380 -0.65750
C 1.42870 -4.45640 -0.58110
S -0.86970 -7.78840 -0.25550
O -1.69830 -7.85540 0.93020
O -1.58060 -7.79440 -1.52270
O 0.36440 -8.54210 -0.21600
H 1.93920 -1.99980 -0.37170
H 1.40600 -2.15950 1.17330
H -1.32070 -2.99500 0.73740
H -2.14590 -5.37650 0.55260
H 1.60510 -6.57280 -0.98920
H 2.43820 -4.21020 -0.87770
C -3.13170 0.25120 -0.30700
O -2.18570 -0.42220 0.51060
H -4.13250 0.14390 0.11750
H -3.10610 -0.13380 -1.33000
H -2.85830 1.30560 -0.31520
H -2.44380 -1.35140 0.57410
```

Values from the calculation:
E, eV: -75298.954
HOMO energy (spin up / spin down), eV: -7.4 / -7.4
Largest force on an atom, eV Å⁻¹: 2.5
Spin multiplicity: 2
Charge: 0

***

[3]
Here is a 2-piece molecular cluster, CH2N2O2 overall from the OMol25 dataset. Energies are from ωB97M-V/def2-TZVPD.

```
7
CH2N2O2, DFT ωB97M-V/def2-TZVPD
C 0.88257 -0.07647 0.36412
N -0.04578 0.90772 0.40107
N -0.41319 -0.56972 0.37994
O 2.02749 -0.39684 0.30557
O -1.23271 -0.90052 -0.67837
H -0.62699 1.32289 1.15884
H -0.59140 -0.28705 -1.93116
```

Values from the calculation:
E, eV: -8137.857
HOMO energy (spin up / spin down), eV: -10.5 / -10.5
Largest force on an atom, eV Å⁻¹: 5.3
Charge: 0

***

[4]
Here is C25H32O5 in the gas phase from the OMol25 dataset. Energies are from ωB97M-V/def2-TZVPD.

```
62
C25H32O5, DFT ωB97M-V/def2-TZVPD
C -2.52435 -4.23916 0.21862
C -2.52827 -2.99241 1.05171
O -1.15169 -2.53618 1.08923
C -1.01279 -1.37841 1.73519
O -2.04234 -0.85488 2.17664
C 0.41596 -0.77180 1.92594
C 1.41761 -1.83938 1.40948
O 1.20322 -2.59301 0.47351
O 2.61459 -1.81718 2.02484
C 3.63426 -2.64807 1.40703
C 3.33129 -4.11619 1.43626
C 0.63729 -0.48075 3.43355
C 0.77764 -1.68011 4.34210
C -0.41305 0.50602 3.94273
C 0.62645 0.42591 1.01850
C 0.52870 -0.07859 -0.42836
C -0.72399 -0.16353 -1.06281
C -0.80854 -0.61188 -2.38040
C 0.33729 -0.92819 -3.11001
C 0.25818 -1.36845 -4.53327
C 1.58062 -0.86165 -2.46977
C 1.65212 -0.48543 -1.13888
C 1.87585 1.31704 1.35473
C 2.04983 1.87804 2.63378
C 3.10817 2.68038 2.98880
C 4.03359 3.08790 2.00782
O 4.99758 3.93547 2.45990
C 6.13535 4.29119 1.65034
C 3.84204 2.64253 0.68483
C 2.74933 1.82505 0.37794
H -3.43631 -4.80571 0.39543
H -2.50565 -3.98166 -0.83968
H -1.67705 -4.88504 0.43558
H -3.14681 -2.21883 0.59391
H -2.86138 -3.19251 2.07887
H 3.76413 -2.32929 0.36783
H 4.52963 -2.40236 1.97841
H 4.16108 -4.65219 0.97113
H 3.21305 -4.47171 2.46290
H 2.42294 -4.31918 0.86459
H 1.63862 -0.04766 3.50486
H 1.63642 -2.26053 3.99205
H 1.03850 -1.29916 5.34163
H -0.13087 -2.28643 4.41452
H -0.42196 1.45584 3.39613
H -1.40100 0.06787 3.79498
H -0.26182 0.70871 5.00962
H -0.23222 1.12411 1.14641
H -1.62408 0.18432 -0.54709
H -1.78985 -0.72359 -2.85785
H 1.23357 -1.29427 -5.01500
H -0.06271 -2.41063 -4.61616
H -0.45485 -0.76022 -5.09195
H 2.49735 -1.12269 -2.99663
H 2.64102 -0.42423 -0.66262
H 1.32728 1.76763 3.43921
H 3.23256 3.02344 4.01223
H 6.73672 4.91533 2.31086
H 6.70439 3.40017 1.35658
H 5.82801 4.86534 0.76325
H 4.52403 2.95292 -0.10264
H 2.57280 1.63855 -0.68144
```

Values from the calculation:
E, eV: -36680.813
SMILES: CCOC(=O)C(C(=O)OCC)(C(C)C)[C@H](c1ccc(C)cc1)c1ccc(OC)cc1
HOMO energy, eV: -8.3
Largest force on an atom, eV Å⁻¹: 2.6
Charge: 0

***

[5]
Here is C29H83Cl2NO33P8 as an isolated structure from the OMol25 dataset. Energies are from ωB97M-V/def2-TZVPD.

```
156
C29H83Cl2NO33P8, DFT ωB97M-V/def2-TZVPD
C -28.64472 17.86094 -1.49860
C -28.34445 18.81739 -2.58224
O -28.44891 20.00686 -2.35342
N -27.85011 18.34221 -3.77956
C -27.43554 19.24468 -4.82335
H -29.58443 17.31065 -1.54569
H -28.35714 18.24440 -0.51964
H -27.89223 17.07309 -1.46470
H -28.05782 17.37686 -3.99183
H -27.96574 19.06630 -5.75885
H -26.38746 19.18253 -5.11621
H -27.74007 20.28188 -4.68343
C -26.31050 15.62624 -2.31588
O -27.29214 14.71520 -2.79645
P -28.15901 15.06259 -4.15486
O -28.26201 16.54653 -4.52810
O -27.27818 14.25191 -5.31241
C -26.83570 14.96195 -6.47686
O -29.46446 14.12455 -3.96454
C -30.39688 14.51515 -2.98046
H -25.30725 15.21593 -2.20085
H -26.59259 15.92903 -1.30749
H -26.26534 16.53153 -2.92127
H -26.64393 16.03336 -6.53522
H -27.63162 14.77701 -7.19825
H -25.99744 14.45242 -6.95205
H -30.31233 15.53648 -2.60919
H -30.51681 13.89774 -2.09022
H -31.33960 14.49064 -3.52705
C -23.46786 19.83907 -8.85413
O -24.84323 20.17236 -9.05718
P -25.99366 19.55844 -8.13271
O -27.37223 19.96828 -8.57211
O -25.64215 17.96320 -8.00819
C -26.66379 16.99715 -7.74688
O -25.49704 20.06950 -6.63188
C -25.95896 21.33157 -6.08805
H -23.19488 19.04944 -9.55418
H -23.21989 19.40905 -7.88371
H -22.77489 20.64103 -9.10858
H -27.47196 16.97253 -8.47787
H -27.19195 17.00393 -6.79342
H -26.23629 15.99477 -7.77111
H -26.51314 21.97498 -6.77143
H -25.12294 21.95013 -5.76162
H -26.56892 21.04547 -5.23120
C -31.72331 17.16388 -9.24153
O -30.34141 16.85769 -9.09317
P -29.65100 16.52834 -7.67195
O -28.27143 16.07102 -7.74323
O -30.01357 17.77460 -6.73029
C -29.63581 19.12658 -7.03936
O -30.62198 15.36274 -7.03507
C -30.25099 14.63297 -5.86146
H -32.45272 17.09381 -8.43459
H -32.09243 16.46415 -9.99135
H -31.72214 18.11136 -9.78040
H -28.85866 19.46418 -6.35368
H -30.51166 19.74322 -6.83750
H -29.22426 19.29169 -8.03508
H -29.19664 14.47533 -5.63431
H -30.67004 13.62868 -5.92389
H -30.74309 15.16983 -5.05047
C -26.50362 19.89337 -0.92795
O -26.09623 19.15856 0.17882
P -25.50868 17.66226 -0.01579
O -24.58364 17.47725 -1.17219
O -24.83960 17.24878 1.45810
C -23.38633 17.58417 1.73610
O -26.90407 16.77199 -0.10013
C -27.44256 16.08755 1.04014
H -26.06441 19.63262 -1.89087
H -25.96792 20.81641 -0.70631
H -27.59061 19.91410 -1.00620
H -23.61635 18.20681 2.60068
H -22.92308 18.22499 0.98587
H -22.73200 16.75344 2.00039
H -27.22945 16.45928 2.04239
H -27.02254 15.08455 0.96483
H -28.50254 15.95430 0.82384
C -27.50323 19.10967 2.76294
O -28.14156 19.65507 1.60351
P -29.25115 20.88799 1.69548
O -30.51704 20.43651 2.34936
O -28.53804 22.12159 2.51300
C -29.15512 23.44288 2.47595
O -29.30943 21.48048 0.18325
C -28.17994 21.67138 -0.62101
H -26.43544 19.28660 2.63404
H -27.81972 18.06871 2.82891
H -28.03022 19.62581 3.56542
H -28.44001 24.22043 2.74452
H -29.88177 23.50983 3.28564
H -29.63315 23.74882 1.54536
H -28.33799 22.62348 -1.12760
H -28.17130 20.93127 -1.42117
H -27.23162 21.56535 -0.09419
C -30.20442 20.11524 -2.20784
O -31.32563 20.90534 -1.97496
P -31.67983 22.29045 -2.76733
O -31.37140 22.22512 -4.23839
O -30.87336 23.43608 -1.94379
C -30.82893 23.21842 -0.52759
O -33.31300 22.52385 -2.43377
C -34.27812 21.66992 -2.97149
H -29.88244 20.37331 -3.21671
H -30.19488 19.02941 -2.30256
H -29.46565 20.43655 -1.47362
H -29.82028 22.94187 -0.22056
H -31.63756 22.61617 -0.11344
H -30.77159 24.18872 -0.03432
H -34.81997 22.34212 -3.63680
H -34.88886 21.38355 -2.11529
H -33.85158 20.80825 -3.48501
C -27.00092 21.30059 -2.33373
O -25.81303 21.89296 -1.98236
P -24.58828 22.11090 -2.97892
O -24.37545 21.04690 -3.93383
O -23.32770 22.54594 -2.02009
C -23.44837 23.60806 -1.21866
O -25.01526 23.51559 -3.76625
C -24.37439 23.90677 -4.93064
H -26.97121 21.02128 -3.38691
H -27.80292 22.01464 -2.14659
H -27.17414 20.36027 -1.81037
H -23.86040 23.23506 -0.28100
H -24.06223 24.44296 -1.55663
H -22.40760 23.90854 -1.09777
H -25.20087 24.38462 -5.45665
H -24.03526 23.02906 -5.48084
H -23.61041 24.66637 -4.76498
C -27.28640 25.01946 -2.32362
O -26.93897 24.31561 -3.55426
P -28.07037 23.94555 -4.68230
O -29.37055 24.65740 -4.57549
O -27.21819 24.20918 -6.02711
C -27.69460 23.97911 -7.39617
O -28.04158 22.30753 -4.45220
C -29.12485 21.56545 -4.89104
H -27.15485 26.09525 -2.43967
H -26.92554 24.59642 -1.38611
H -28.36399 24.86293 -2.27469
H -27.58025 24.75268 -8.15552
H -28.68696 23.54844 -7.52977
H -27.10202 23.08534 -7.59141
H -29.69537 21.13247 -4.06937
H -28.81703 20.74574 -5.54020
H -29.89974 22.07600 -5.46286
Cl -23.20596 18.37839 -5.81045
C -24.40416 18.97436 -4.60974
C -24.77427 17.75068 -3.76300
Cl -25.65704 16.70332 -4.86687
H -25.23438 19.47245 -5.11046
H -23.96838 19.74648 -3.97569
H -25.49595 18.12755 -3.03826
H -23.92364 17.28084 -3.26926
```

Values from the calculation:
E, eV: -199805.115
HOMO energy, eV: -7.9
Largest force on an atom, eV Å⁻¹: 14.6
Charge: 0

***

[6]
Here is an isolated ion of composition C6H6IN2S2 and charge +1 from the OMol25 dataset. Energies are from ωB97M-V/def2-TZVPD.

```
17
C6H6IN2S2, DFT ωB97M-V/def2-TZVPD
C -1.20123 -1.53928 0.38932
C -0.70582 0.83530 0.71449
C 1.28259 0.56666 -0.57857
C 2.58025 0.59400 -0.88485
C 0.38317 3.17940 -0.04186
C -1.80644 -2.87489 0.32403
N -0.08927 -1.27022 -0.14430
N 0.25479 0.05175 0.03294
S -1.93275 -0.24952 1.32445
S -1.05853 2.44198 0.34198
I 4.01143 -0.12632 0.40759
H 2.72087 1.11366 -1.84152
H 1.16433 2.54089 -0.49839
H 0.37129 4.22837 -0.31900
H -1.37692 -3.69129 0.93161
H -2.86260 -2.71100 0.57443
H -1.73516 -3.08950 -0.73234
```

Values from the calculation:
E, eV: -39058.115
HOMO energy (spin up / spin down), eV: -12.1 / -12.0
Largest force on an atom, eV Å⁻¹: 3.0
Charge: +1

***

Repeat the first record exactly.
Here is CH2P2S2 in the gas phase from the OMol25 dataset. Energies are from ωB97M-V/def2-TZVPD.

```
7
CH2P2S2, DFT ωB97M-V/def2-TZVPD
C 0.16346 -0.41643 -0.18905
P 0.97726 -1.53942 -1.18028
S -0.02731 -1.18852 -3.00816
P -1.91371 -1.31351 -1.93261
S -2.38835 -3.13544 -1.44261
H -0.70632 0.05035 -0.73310
H 0.10299 -0.61243 0.90802
```

Values from the calculation:
E, eV: -41316.207
SMILES: C=P#S#P=S
HOMO energy, eV: -8.9
Largest force on an atom, eV Å⁻¹: 2.0
Charge: 0